1.
The following is a DFT calculation (ωB97M-V/def2-TZVPD) of 4 unconnected molecules or ions with the total composition C31H34Br3ClF3IO2 in a non-equilibrium geometry.

Geometry as XYZ:
```
75
Properties=species:S:1:pos:R:3:mulliken_charge:R:1
C -0.71762 1.72463 4.25338 -0.059
C -1.04398 0.82602 3.48433 -0.407
C -1.15713 -0.31492 2.39127 -0.865
O -0.37556 -0.04104 1.20947 0.060
C 0.76887 -0.89631 1.09802 -0.664
Cl 1.74743 -0.90362 2.64052 -0.078
C 1.61349 -0.58668 -0.23320 0.912
C 3.20484 -0.68556 0.00304 -1.047
C 3.69725 -2.20206 0.22535 -0.539
C 5.25360 -2.08275 0.62731 -0.697
Br 5.42887 -1.60813 2.53720 -0.198
C 1.33779 0.92307 -0.74872 -0.600
C 1.77595 2.00015 0.33730 -0.756
C 2.81842 3.08739 -0.14830 0.453
F 2.16977 4.21464 -0.73057 -0.322
Br 4.28301 2.41568 -1.27587 -0.061
C 3.52082 3.66856 1.19045 0.414
F 4.27546 2.64415 1.81046 -0.189
F 4.48860 4.59774 0.73453 -0.243
Br 2.27167 4.55461 2.41385 -0.085
O 1.31986 -1.58899 -1.22350 -0.453
C -0.00192 -1.48983 -1.75835 -0.863
I 0.20691 -0.86996 -3.86598 0.024
H -0.48437 2.48487 5.04469 0.359
H -2.25173 -0.28059 2.06250 0.414
H -1.00235 -1.33689 2.84094 0.628
H 0.36369 -1.95942 0.97451 0.621
H 3.65436 -0.38224 -1.00208 0.488
H 3.57943 0.02500 0.79124 0.234
H 3.14422 -2.71179 1.06720 0.328
H 3.60435 -2.72056 -0.77161 0.314
H 5.79104 -1.31776 -0.02507 0.354
H 5.73822 -3.08213 0.43235 0.451
H 0.22154 1.08884 -0.92722 -0.136
H 1.82754 1.02865 -1.75936 0.875
H 2.13447 1.50472 1.30095 0.323
H 0.84116 2.57925 0.64903 0.169
H -0.70574 -0.81893 -1.19115 0.459
H -0.41956 -2.55046 -1.77903 0.468
C -2.11650 2.73862 0.45893 0.602
C -2.19309 3.91041 1.20317 -0.408
C -2.73306 5.06007 0.63786 -0.586
C -3.20605 5.03537 -0.66968 -0.399
C -3.13322 3.86287 -1.41285 -0.534
C -2.58477 2.71572 -0.85067 -0.475
H -1.69262 1.84247 0.90054 -0.191
H -1.83033 3.92710 2.22552 0.441
H -2.78646 5.97556 1.21645 0.383
H -3.63164 5.93066 -1.10903 0.365
H -3.50360 3.84338 -2.43202 0.379
H -2.52307 1.80247 -1.43304 0.420
C 2.80671 -5.35632 -7.32316 -0.404
C 2.90515 -6.09287 -6.14845 -0.332
C 2.49814 -5.53559 -4.94153 -0.544
C 1.98321 -4.24411 -4.91069 0.110
C 1.88125 -3.50879 -6.08644 -0.099
C 2.29689 -4.06299 -7.29190 -0.502
H 3.12738 -5.79004 -8.26388 0.351
H 3.30044 -7.10251 -6.17334 0.354
H 2.58129 -6.10809 -4.02436 0.359
H 1.66114 -3.81098 -3.96982 0.213
H 1.47798 -2.50187 -6.06297 0.070
H 2.22238 -3.48742 -8.20771 0.353
C -7.17280 0.00599 4.10379 -0.395
C -6.40790 -1.07006 4.53957 -0.342
C -5.04515 -0.90945 4.76390 -0.549
C -4.44891 0.33085 4.56156 -0.187
C -5.21476 1.40764 4.12928 -0.432
C -6.57565 1.24467 3.89620 -0.389
H -8.23495 -0.12035 3.92568 0.358
H -6.87431 -2.03535 4.70382 0.358
H -4.44734 -1.75059 5.09746 0.376
H -3.38722 0.45786 4.74101 0.441
H -4.74974 2.37515 3.97301 0.383
H -7.17153 2.08322 3.55386 0.368
```

Summary:
Total energy (hartree): -10131.4959
SMILES: C#CCO[C@H](Cl)[C@](CCCBr)(CC[C@](F)(Br)C(F)(F)Br)OCI.c1ccccc1.c1ccccc1.c1ccccc1


2.
The following is a DFT calculation (ωB97M-V/def2-TZVPD) of a molecular structure, C31H34CdF2N9O7Si.

Geometry as XYZ:
```
85
Properties=species:S:1:pos:R:3:mulliken_charge:R:1
Cd -0.27827 -0.34021 -0.19507 2.726
C -0.33915 -0.95714 3.07380 -0.556
Si -2.03023 -0.28331 2.62314 -0.137
C -2.14682 1.42896 3.41539 -0.921
C -3.35388 -1.37245 3.39127 -1.137
N -2.15072 -0.27768 0.90909 0.267
C -3.29512 0.02251 0.21285 0.096
C -4.35830 0.80948 0.69389 0.061
C -5.47839 1.09275 -0.07782 -1.095
C -5.59501 0.61121 -1.37145 -0.448
C -4.57297 -0.18397 -1.88294 -0.840
C -3.48813 -0.46155 -1.09347 0.366
F -2.52408 -1.29317 -1.59252 -0.400
H -0.36839 -1.39238 4.07697 0.532
H 0.42673 -0.17693 3.08258 -0.260
H -0.01794 -1.73822 2.38215 0.131
H -1.68095 1.42363 4.40521 0.427
H -3.17185 1.78771 3.53311 0.460
H -1.59711 2.14914 2.80224 0.065
H -3.31483 -1.32408 4.48293 0.347
H -3.19685 -2.41203 3.09202 0.271
H -4.35765 -1.08037 3.07464 0.332
H -4.28675 1.21745 1.69499 0.273
H -6.26415 1.70938 0.34239 0.396
H -6.45944 0.84509 -1.97785 0.370
H -4.60864 -0.59143 -2.88466 0.431
C 1.14533 -4.80934 0.15610 -1.727
C 0.95218 -3.33100 0.01532 0.102
N -0.18975 -2.79154 -0.16041 0.437
O -1.27318 -3.65887 -0.16220 -0.666
C 2.11872 -2.41795 0.08335 0.104
C 3.51455 -2.95123 -0.01872 -2.172
N 1.85777 -1.15502 0.18387 1.648
O 2.82704 -0.27406 0.18525 -1.147
H 0.29699 -5.34672 -0.25768 0.464
H 1.23614 -5.07131 1.21323 0.291
H 2.05956 -5.12590 -0.34287 0.409
H -2.00535 -3.05143 -0.33686 0.346
H 3.69891 -3.75050 0.70165 0.423
H 4.21488 -2.13845 0.15223 0.420
H 3.71374 -3.34937 -1.01827 0.396
N 4.20537 -0.68663 2.59873 -0.181
C 4.00423 -0.12948 3.80656 0.188
O 4.61135 -0.47196 4.81374 -0.747
C 2.97412 0.96367 3.87922 0.483
C 2.52841 1.36927 5.12873 -0.535
C 1.57274 2.36651 5.20704 -0.537
C 1.10391 2.92436 4.02482 -0.540
N 1.52837 2.55095 2.82132 0.013
C 2.44890 1.59109 2.75645 -0.297
H 4.90715 -1.40646 2.56243 0.248
H 3.67173 -0.47483 1.74771 0.161
H 2.94186 0.88883 6.00579 0.484
H 1.18799 2.70612 6.15962 0.422
H 0.34187 3.69706 4.04695 0.391
H 2.74959 1.28020 1.76283 0.413
F 5.18820 0.35260 -2.06184 -0.386
C 4.40180 1.14338 -2.80147 0.545
C 3.12167 0.83611 -3.02954 -0.400
N 2.30029 1.63908 -3.79953 0.194
C 0.95270 1.17916 -4.16322 -1.202
C 0.07086 0.90400 -2.93909 0.805
O -0.93167 1.58431 -2.74418 -0.661
O 0.50069 -0.05368 -2.20775 -1.182
C 2.76780 2.81039 -4.36221 0.548
O 2.09982 3.55145 -5.05660 -0.687
N 4.09714 3.08256 -4.09640 -0.008
C 5.01197 2.34174 -3.35451 0.086
O 6.16399 2.69022 -3.22963 -0.655
H 2.65766 -0.03672 -2.58874 0.547
H 1.04777 0.25424 -4.73791 0.260
H 0.50650 1.95238 -4.77656 0.402
H 4.42666 3.96785 -4.45138 0.219
N 3.84750 4.72000 -1.16375 -0.684
C 2.82265 4.30490 -0.84972 -0.285
C 1.52857 3.82072 -0.45977 0.329
C 0.47131 4.70506 -0.27103 -0.383
C -0.75995 4.19649 0.09178 -1.503
C -0.89248 2.82605 0.24328 -0.465
N 0.12243 1.98745 0.07090 1.572
C 1.31321 2.46095 -0.27150 -0.765
H 0.62058 5.76633 -0.41867 0.524
H -1.61416 4.84298 0.23407 0.505
H -1.84425 2.37222 0.49823 0.323
H 2.10641 1.72890 -0.40125 0.357
```

Summary:
Charge: -1
Total energy (hartree): -2878.3474
Energy above the lowest of the compared OMol25 structures with the same formula, charge and spin (eV): 0.329


3.
The following is a DFT calculation (ωB97M-V/def2-TZVPD) of a molecular structure, C31H34CrO2P2S3.

Geometry as XYZ:
```
73
Properties=species:S:1:pos:R:3:lowdin_spin:R:1
Cr -1.52353 0.99255 0.06905 3.761
C -3.04892 4.04464 0.72809 0.006
C -3.16737 4.02841 -0.79654 0.005
S -3.04472 2.43561 -1.64710 0.045
C -4.63613 1.63966 -1.32048 0.005
C -4.99136 1.33582 0.13084 0.007
S -3.67733 0.47841 1.07624 0.010
C -3.64980 1.40096 2.65218 0.006
C -2.44731 2.32957 2.87644 0.011
S -1.68387 3.03237 1.39107 0.011
H -3.96352 3.71070 1.21126 0.000
H -2.85076 5.06215 1.06069 -0.001
H -2.37314 4.62347 -1.24710 0.000
H -4.11300 4.48714 -1.08551 0.001
H -4.58989 0.72441 -1.91134 0.000
H -5.42027 2.26328 -1.75140 0.001
H -5.84920 0.66761 0.15532 -0.001
H -5.25605 2.23633 0.67739 0.000
H -3.66124 0.64078 3.43058 0.000
H -4.59710 1.93223 2.71906 0.000
H -1.62942 1.79623 3.36045 0.002
H -2.72677 3.15681 3.52648 0.000
O 0.26518 1.47559 -0.70502 0.042
P 1.56764 0.68619 -0.84073 0.008
C 1.20224 -0.95727 -1.51952 0.002
P -0.20005 -1.77124 -0.70030 0.008
O -1.42456 -0.85543 -0.76716 0.039
C -0.49497 -3.28745 -1.57680 -0.001
C 0.54454 -4.18701 -1.82489 0.000
C 0.27819 -5.37396 -2.48491 0.000
C -1.01839 -5.66315 -2.89412 0.000
C -2.05202 -4.77080 -2.64719 0.000
C -1.79616 -3.57710 -1.98727 0.000
C 0.26660 -2.11717 0.99055 0.006
C -0.70446 -1.96836 1.98341 0.008
C -0.39502 -2.25957 3.30521 0.002
C 0.87995 -2.70077 3.63631 0.000
C 1.84284 -2.86444 2.64768 0.003
C 1.53912 -2.57756 1.32793 0.000
C 2.68747 1.49371 -1.95791 -0.001
C 2.98263 2.83425 -1.68397 0.000
C 3.86336 3.52136 -2.49986 0.000
C 4.45568 2.87458 -3.57926 0.000
C 4.16964 1.54431 -3.84789 0.000
C 3.28367 0.84792 -3.03841 0.000
C 2.41670 0.48482 0.71646 0.002
C 3.62768 -0.20785 0.76079 0.000
C 4.31575 -0.31774 1.95624 0.001
C 3.80271 0.26818 3.10893 0.000
C 2.60615 0.97156 3.06593 0.001
C 1.91299 1.08521 1.86758 0.004
H 2.09385 -1.59060 -1.50760 0.000
H 0.88754 -0.81356 -2.55550 0.000
H 1.55877 -3.97234 -1.50140 0.000
H 1.07914 -6.07534 -2.68005 0.000
H -1.22162 -6.59233 -3.41134 0.000
H -3.05848 -5.00422 -2.96912 0.000
H -2.59299 -2.87037 -1.79309 0.000
H -1.71175 -1.67368 1.71126 0.003
H -1.15144 -2.16010 4.07447 0.000
H 1.12191 -2.93037 4.66694 0.000
H 2.83349 -3.21785 2.90792 0.000
H 2.30357 -2.70284 0.56696 0.000
H 2.52042 3.33075 -0.83779 0.000
H 4.09502 4.55810 -2.29381 0.000
H 5.14692 3.41366 -4.21572 0.000
H 4.63470 1.04754 -4.68892 0.000
H 3.06681 -0.19051 -3.26092 0.000
H 4.04464 -0.64773 -0.14268 0.000
H 5.25811 -0.85159 1.99058 0.000
H 4.34922 0.19030 4.04121 0.000
H 2.22224 1.44342 3.96298 0.000
H 0.99551 1.65973 1.81811 0.003
```

Summary:
⟨S²⟩: 6.02
Charge: +2
Total energy (hartree): -4273.6009
Spin multiplicity: 5